Density functional theory data (ωB97M-V with the def2-TZVPD basis set) for a molecular structure, C67H57N10NaOP2S3Se2.

Summary:
- E_HOMO: -6.935 eV
- Total energy: -10052.4425 Eh
- HOMO-LUMO gap: 0.258 hartree

Structure (ORCA input):
```
! wB97M-V def2-TZVPD RIJCOSX def2/J DEFGRID3
* xyz 0 1
Na -0.220 -0.075 -0.010
Se 6.550 1.418 -2.609
P 5.617 1.884 -0.774
C 6.020 3.578 -0.270
C 5.106 4.544 0.100
C 5.525 5.808 0.495
C 6.875 6.106 0.529
C 7.805 5.137 0.162
C 7.383 3.885 -0.238
C 6.239 0.935 0.654
C 6.636 -0.384 0.476
C 7.041 -1.136 1.564
C 7.056 -0.577 2.835
C 6.665 0.740 3.015
C 6.259 1.496 1.926
C 3.857 1.427 -0.750
C 2.520 1.850 -0.780
N 1.773 0.730 -0.821
N 2.580 -0.305 -0.800
N 3.829 0.084 -0.769
P 1.590 3.374 -0.695
Se -0.505 3.155 -0.979
C 2.332 4.449 -1.955
C 2.864 3.840 -3.088
C 3.424 4.610 -4.094
C 3.449 5.990 -3.979
C 2.913 6.602 -2.855
C 2.356 5.836 -1.847
C 1.893 4.070 0.959
C 1.312 5.284 1.320
C 1.480 5.786 2.597
C 2.198 5.062 3.540
C 2.742 3.835 3.199
C 2.595 3.341 1.912
H 4.054 4.322 0.093
H 4.789 6.550 0.775
H 7.209 7.088 0.837
H 8.862 5.364 0.182
H 8.106 3.140 -0.545
H 6.613 -0.811 -0.518
H 7.344 -2.164 1.420
H 7.377 -1.168 3.681
H 6.682 1.185 4.001
H 5.959 2.528 2.074
H 2.870 2.760 -3.169
H 3.858 4.126 -4.957
H 3.895 6.590 -4.762
H 2.941 7.679 -2.756
H 1.965 6.325 -0.966
H 0.693 5.818 0.610
H 1.035 6.736 2.864
H 2.322 5.453 4.541
H 3.287 3.254 3.932
H 3.013 2.376 1.657
N -2.341 0.222 -0.733
S -3.572 -0.388 -0.296
N -3.885 -2.036 -0.472
S -3.307 -2.796 -1.690
N -1.864 -3.338 -1.764
S -0.856 -3.277 -0.405
N -0.859 -2.079 0.394
C 0.631 -3.781 -1.256
C 1.213 -5.025 -1.085
C 2.418 -5.295 -1.714
C 3.034 -4.325 -2.491
C 2.451 -3.077 -2.640
C 1.243 -2.803 -2.022
C -1.344 -4.763 0.480
C -1.095 -4.741 1.843
C -1.482 -5.821 2.620
C -2.114 -6.908 2.032
C -2.353 -6.922 0.665
C -1.965 -5.846 -0.118
C -3.563 -1.910 -3.217
C -2.506 -1.187 -3.749
C -2.742 -0.369 -4.843
C -4.014 -0.284 -5.386
C -5.063 -1.014 -4.844
C -4.842 -1.829 -3.748
C -4.396 -4.204 -1.834
C -4.163 -5.074 -2.892
C -4.942 -6.212 -3.007
C -5.930 -6.475 -2.066
C -6.144 -5.603 -1.013
C -5.378 -4.450 -0.891
C -3.993 -0.288 1.444
C -5.046 0.473 1.911
C -5.219 0.619 3.282
C -4.340 0.012 4.163
C -3.281 -0.745 3.676
C -3.097 -0.896 2.313
C -5.047 0.266 -1.116
C -4.841 1.418 -1.857
C -5.899 1.960 -2.578
C -7.143 1.352 -2.542
C -7.339 0.200 -1.789
C -6.288 -0.349 -1.077
H 0.747 -5.777 -0.463
H 2.884 -6.262 -1.582
H 3.984 -4.535 -2.963
H 2.953 -2.300 -3.199
H 0.815 -1.816 -2.099
H -0.612 -3.871 2.268
H -1.293 -5.816 3.684
H -2.420 -7.746 2.643
H -2.843 -7.771 0.207
H -2.133 -5.851 -1.185
H -1.530 -1.256 -3.302
H -1.931 0.210 -5.259
H -4.192 0.357 -6.239
H -6.054 -0.941 -5.268
H -5.657 -2.389 -3.310
H -3.379 -4.862 -3.605
H -4.777 -6.895 -3.828
H -6.533 -7.368 -2.157
H -6.909 -5.815 -0.279
H -5.516 -3.758 -0.073
H -5.725 0.964 1.226
H -6.040 1.215 3.654
H -4.476 0.131 5.229
H -2.589 -1.217 4.361
H -2.270 -1.468 1.909
H -3.850 1.850 -1.880
H -5.745 2.853 -3.167
H -7.967 1.774 -3.103
H -8.312 -0.271 -1.764
H -6.426 -1.253 -0.498
C 0.819 -1.695 4.908
N 0.403 -0.425 4.347
C -0.151 0.543 5.109
C -0.569 1.707 4.571
C -0.417 1.848 3.147
N 0.158 0.932 2.399
C 0.609 -0.227 2.960
O 1.150 -1.110 2.327
N -0.880 2.949 2.545
H 0.831 -1.615 5.993
H 1.811 -1.946 4.538
H 0.134 -2.489 4.608
H -0.240 0.328 6.166
H -1.015 2.478 5.177
H -1.379 3.645 3.065
H -0.838 3.015 1.531
*
```

Mulliken population analysis, charges in e, atoms 1 to 99: 1.239 -0.387 0.490 -0.333 1.051 -0.764 -0.610 -0.758 -0.735 0.259 -0.410 -0.720 -0.475 -0.838 -0.023 0.948 -1.038 0.510 -0.334 -0.728 0.415 -0.479 0.777 -0.167 -0.774 -0.501 -0.782 -0.249 1.278 -1.124 -1.226 -0.759 -1.203 0.418 -0.161 0.466 0.392 0.399 0.410 0.382 0.390 0.413 0.430 0.328 0.511 0.439 0.392 0.419 0.207 0.578 0.445 0.430 0.556 0.606 -0.916 2.504 -0.332 1.662 -0.603 1.412 -0.142 0.718 -0.420 -0.894 -0.810 -0.871 -0.094 -0.249 -0.597 -0.654 -0.641 -0.832 -0.224 0.232 -0.436 -0.798 -0.551 -0.800 -0.571 -0.143 -0.511 -0.758 -0.506 -0.959 -0.042 -0.052 -0.436 -0.926 -0.899 -0.446 0.269 -0.250 -0.900 -0.719 -0.553 -0.776 -0.168 0.449 0.429